Record 1
ORCA calculation (ωB97M-V/def2-TZVPD) on a structure of composition C4H9ClOSi in a non-equilibrium geometry.

Each line ends with the natural charge from an NBO analysis.
Atoms and positions in Å:
1 Cl 2.8400 2.0485 -0.5207  -0.5659
2 Si 0.5026 0.2144 -0.2275  1.5769
3 O 1.9599 0.6042 -2.8589  -0.4172
4 C -0.4193 -1.2090 -1.1149  -1.1179
5 C 1.6716 0.5643 -1.7725  0.4797
6 C 1.3580 -0.4162 1.4050  -1.0976
7 C -0.5537 1.7421 -0.0713  -1.1423
8 H -0.5574 2.2049 0.9106  0.2632
9 H 2.2979 0.2070 1.4412  0.2857
10 H 1.4531 -1.5891 1.4585  0.2515
11 H -1.0769 -1.5956 -0.4392  0.2314
12 H -1.1436 -0.7041 -1.8364  0.2362
13 H 0.7985 -0.1113 2.2468  0.2417
14 H -1.5969 1.3059 -0.3605  0.2404
15 H 0.2020 -1.9224 -1.7069  0.2536
16 H -0.4340 2.5928 -0.8125  0.2805

Values from the calculation:
energy above the lowest of the compared OMol25 structures with the same formula, charge and spin	222.2	kJ/mol
calculated total energy	-26741.306	eV
spin multiplicity	1
frontier orbital gap	9.66	eV
max |F|	3.7	eV/Å

Record 2
ORCA calculation (ωB97M-V/def2-TZVPD) on the ion C5H8N with charge +1 in a non-equilibrium geometry.

Each line ends with the natural charge from an NBO analysis.
Atoms and positions in Å:
1 N 0.5257 -0.4219 0.3483  -0.3019
2 C -1.6687 -0.2780 1.9434  0.4052
3 C -0.6686 -0.2141 1.1444  -0.3507
4 C -0.5464 0.3668 -0.2430  0.0572
5 C -0.4181 1.8251 -0.4112  -0.6444
6 C 0.8396 -1.7271 -0.1284  -0.4418
7 H -0.2282 2.0433 -1.5375  0.2577
8 H 0.4776 2.0976 0.0614  0.2233
9 H 0.3538 -2.4526 0.4682  0.2567
10 H 0.6708 -1.7922 -1.2116  0.2537
11 H -1.3614 2.3986 -0.1989  0.2890
12 H 1.2773 0.1086 0.7207  0.4593
13 H 1.9081 -1.9774 0.1072  0.2619
14 H -1.1616 0.0234 -1.0630  0.2748

Values from the calculation:
energy above the lowest of the compared OMol25 structures with the same formula, charge and spin	661.7	kJ/mol
calculated total energy	-6791.231	eV
spin multiplicity	1
frontier orbital gap	9.99	eV
net charge	+1
max |F|	3.3	eV/Å

Record 3
ORCA calculation (ωB97M-V/def2-TZVPD) on a structure of composition Be4F2NO3 in a non-equilibrium geometry.

Each line ends with the natural charge from an NBO analysis.
Atoms and positions in Å:
1 F -1.1272 2.0863 -1.1365  -0.7401
2 F 2.8868 -0.7426 -1.8263  0.0290
3 O -0.9165 -1.6818 3.2709  0.2345
4 O 0.8535 1.1264 -1.9965  0.2279
5 O 1.0387 3.0956 -1.2541  0.5711
6 N 0.1210 -3.3887 2.2258  0.6125
7 Be -1.8309 -0.0688 0.0883  0.6825
8 Be 1.1593 -2.1112 -0.5719  1.1797
9 Be -2.0306 1.9169 0.2313  1.5013
10 Be -0.1540 -0.2322 0.9689  0.7018

Values from the calculation:
calculated total energy	-14550.724	eV
spin multiplicity	1
frontier orbital gap	4.11	eV
net charge	+5
max |F|	4.7	eV/Å

Record 4
ORCA calculation (ωB97M-V/def2-TZVPD) on a structure of composition C32H35AsCsN7O4S4Sb in a non-equilibrium geometry.

Each line ends with the Löwdin spin population.
Atoms and positions in Å:
1 Cs 0.6287 0.7417 0.1683  0.0012
2 Sb -0.9169 -3.5250 3.1947  0.0002
3 As 2.2669 -2.2277 -1.2518  0.0001
4 S -2.8844 0.2703 0.0190  0.0000
5 S -1.4841 -5.1674 1.7279  0.0000
6 S -0.9747 -1.4193 1.8692  0.0004
7 S -2.7315 -1.7851 2.9217  0.0003
8 O 6.2022 -3.7362 5.7637  0.0328
9 O 1.5461 0.5271 -2.4211  0.0000
10 O 5.0309 -4.9483 4.3428  0.0055
11 O -2.2589 1.4120 -0.6807  0.0000
12 N -1.9007 5.5320 -1.9603  0.0000
13 N -0.0632 1.7736 -3.4208  0.0000
14 N 1.1655 3.0683 2.1468  0.0997
15 N -3.8959 6.4862 -0.8829  0.0000
16 N -0.2416 3.7751 -1.5665  -0.0001
17 N 1.8008 1.0517 -4.6232  0.0000
18 N 2.8457 0.9040 2.8689  0.1171
19 C 1.9111 5.6408 2.9246  0.0162
20 C 0.9378 -2.5462 -2.6467  0.0000
21 C 0.4288 4.1249 1.8386  -0.0019
22 C -6.5472 1.5905 -1.1452  0.0000
23 C 3.5023 -0.1569 3.3692  0.0486
24 C 3.9506 -2.5449 3.1442  0.0168
25 C -2.6246 -0.7877 -2.5060  0.0000
26 C 2.3031 3.2569 2.8662  0.0570
27 C 1.1114 1.1184 -3.4088  0.0000
28 C 3.7311 -3.2054 -2.1630  0.0000
29 C -6.8949 -0.0761 0.5588  0.0000
30 C -2.8476 -1.0984 -1.1735  0.0000
31 C -0.5528 2.5016 -4.5727  0.0000
32 C -2.9863 -3.4279 -1.7020  0.0000
33 C 3.3702 -1.3946 2.6855  0.0304
34 C 3.1015 2.1430 3.2483  0.2359
35 C -2.8029 -3.1242 -3.0447  0.0000
36 C 0.7379 5.4313 2.1950  0.1058
37 C -7.4055 0.8378 -0.3536  0.0000
38 C 4.2973 -0.1724 4.5526  0.0434
39 C -1.0694 4.5957 -1.6925  0.0000
40 C 4.8873 -1.3273 4.9948  0.0030
41 C -3.0186 -2.4106 -0.7594  0.0000
42 C -2.9474 5.9940 -1.3462  0.0000
43 C -2.6215 -1.8068 -3.4465  0.0000
44 C 4.7332 -2.5534 4.3209  0.0673
45 C 5.3786 -3.7353 4.8765  0.0250
46 C -5.1758 1.4221 -1.0353  0.0000
47 C 1.7269 -3.7347 -0.1133  0.0001
48 C -4.6792 0.4941 -0.1371  0.0000
49 C 2.6913 4.5626 3.2615  0.0668
50 C -5.5233 -0.2462 0.6762  0.0000
51 H -3.0778 -4.4546 -1.3721  0.0000
52 H 1.5654 -4.6435 -0.6949  0.0000
53 H 5.4826 -1.3346 5.8997  -0.0006
54 H -4.4805 2.0175 -1.6159  0.0000
55 H 1.7788 1.8885 -5.1858  0.0000
56 H 3.9735 2.3894 3.8637  0.0154
57 H -5.0996 -0.9470 1.3880  0.0000
58 H -2.4392 0.2428 -2.7866  0.0000
59 H 3.3599 -4.1616 -2.5361  0.0000
60 H 0.7977 -3.4860 0.4015  0.0000
61 H -1.5827 2.7907 -4.3700  0.0000
62 H 0.9050 -3.6052 -2.9089  0.0000
63 H 4.4018 0.7357 5.1326  0.0060
64 H -8.4770 0.9738 -0.4376  0.0000
65 H 4.3090 -4.8231 3.7189  -0.0002
66 H -2.7721 -3.9206 -3.7789  0.0000
67 H 2.4933 -3.9309 0.6382  0.0001
68 H 0.0084 3.4252 -4.7656  0.0000
69 H 2.2016 6.6414 3.2252  -0.0016
70 H 3.8197 -3.4472 2.5527  0.0003
71 H 2.7275 0.6811 -4.4858  0.0000
72 H -0.4747 3.9273 1.2676  -0.0022
73 H -0.0409 -2.2411 -2.2795  0.0000
74 H 4.1076 -2.6177 -3.0015  0.0000
75 H 0.0891 6.2475 1.9082  0.0076
76 H 3.6057 4.6910 3.8289  0.0018
77 H 4.5542 -3.3874 -1.4718  0.0000
78 H -2.4527 -1.5748 -4.4911  0.0000
79 H -6.9506 2.3147 -1.8416  0.0000
80 H -0.2799 2.2765 -2.5360  0.0000
81 H -3.1619 -2.6500 0.2886  0.0000
82 H -7.5659 -0.6483 1.1874  0.0000
83 H 2.7905 -1.3895 1.7704  0.0016
84 H 1.1750 -1.9521 -3.5291  0.0000
85 H -0.5290 1.8745 -5.4650  0.0000

Values from the calculation:
energy above the lowest of the compared OMol25 structures with the same formula, charge and spin	116.5	kJ/mol
calculated total energy	-163641.904	eV
spin multiplicity	2
frontier orbital gap (alpha / beta)	4.02 / 6.36	eV
net charge	-2
max |F|	1.2	eV/Å